104
Properties=species:S:1:pos:R:3:forces:R:3 method="wB97M-V/def2-TZVPD" homo_ev="-15.225 / -15.219" orbital_gap_ev="8.1572 / 7.9982" charge=+3 lumo_ev="-7.07 / -7.22" multiplicity=5
Cr -0.9530 0.8514 0.2678 0.66 0.41 1.07
C 0.7089 4.7432 1.5937 0.00 -0.07 0.07
C -0.0898 3.8335 0.7053 -0.03 0.31 -0.11
O 0.0147 2.5968 0.7818 0.11 0.19 0.01
N -0.9183 4.4309 -0.1569 -0.02 -0.08 -0.07
C -1.8447 3.6992 -1.0162 0.06 -0.19 0.17
C -2.9310 3.0626 -0.1795 -0.03 0.08 -0.09
C -4.1955 3.6260 -0.1299 -0.05 0.01 0.02
C -5.1420 3.1229 0.7497 0.15 -0.05 0.00
C -4.7711 2.0827 1.5897 -0.05 0.11 0.00
C -3.5063 1.5488 1.4601 -0.06 0.05 0.10
N -2.6001 1.9959 0.5720 -0.95 0.50 0.22
H 1.4859 4.1789 2.1019 0.01 -0.04 -0.05
H 0.0464 5.1874 2.3392 0.00 0.01 0.00
H 1.1616 5.5581 1.0291 -0.01 0.00 -0.02
H -0.9457 5.4381 -0.1851 0.03 0.02 0.07
H -1.2852 2.9576 -1.5902 -0.06 0.04 -0.05
H -2.2869 4.4057 -1.7127 0.05 -0.02 -0.06
H -4.4364 4.4605 -0.7743 0.03 0.01 -0.01
H -6.1364 3.5460 0.7899 -0.01 0.01 0.02
H -5.4549 1.6851 2.3259 0.02 -0.05 0.00
H -3.2007 0.7242 2.0922 0.00 -0.06 -0.08
C -1.2973 -2.1379 1.7351 0.04 -0.14 0.03
N -1.2252 -2.1817 0.2524 -0.13 0.34 0.01
P -2.4554 -1.0266 -0.2759 0.12 -1.18 -0.79
C -4.0135 -1.9068 -0.0172 0.02 0.31 0.30
C -5.1972 -1.1895 -0.1944 0.07 0.02 0.07
C -6.4164 -1.8420 -0.1241 0.00 0.02 -0.03
C -6.4556 -3.2091 0.1201 0.01 0.02 0.00
C -5.2776 -3.9215 0.2951 -0.02 -0.06 -0.01
C -4.0517 -3.2765 0.2283 0.06 0.04 -0.02
C -2.4397 -0.8295 -2.0831 0.03 0.33 0.30
C -3.1479 -1.6019 -2.9957 0.10 -0.09 -0.02
C -3.1376 -1.2446 -4.3359 -0.08 -0.06 -0.01
C -2.4663 -0.1054 -4.7607 0.01 0.01 -0.01
C -1.7728 0.6839 -3.8526 0.10 0.17 -0.02
C -1.7676 0.3126 -2.5244 -0.21 -0.27 0.27
P 0.2451 -1.4240 -0.3396 -0.02 -1.50 -0.54
C 0.2870 -2.1449 -2.0264 0.06 0.33 -0.11
C 0.9488 -1.4800 -3.0529 -0.11 0.04 0.13
C 1.0600 -2.0680 -4.3043 0.09 0.05 -0.07
C 0.5147 -3.3216 -4.5318 -0.01 -0.02 -0.03
C -0.1277 -3.9963 -3.5022 0.00 -0.03 0.04
C -0.2314 -3.4184 -2.2484 -0.01 0.06 0.03
C 1.5893 -2.5262 0.2537 0.05 0.30 0.31
C 2.8947 -2.1568 -0.0777 -0.10 0.08 0.11
C 3.9584 -3.0076 0.1766 0.03 0.01 0.01
C 3.7270 -4.2465 0.7586 0.02 0.01 0.01
C 2.4293 -4.6347 1.0558 0.03 -0.09 0.02
C 1.3614 -3.7868 0.7992 -0.03 0.07 0.04
H -2.2446 -2.5656 2.0600 0.02 0.02 0.04
H -1.2183 -1.1143 2.1354 -0.03 -0.05 0.00
H -0.4907 -2.7269 2.1644 -0.02 0.03 0.02
H -5.1603 -0.1260 -0.4061 -0.05 -0.01 -0.02
H -7.3342 -1.2888 -0.2702 -0.01 -0.01 0.00
H -7.4077 -3.7197 0.1667 0.00 -0.01 0.01
H -5.3091 -4.9874 0.4758 -0.02 0.00 0.00
H -3.1336 -3.8383 0.3433 0.00 -0.01 -0.01
H -3.6953 -2.4766 -2.6680 -0.01 0.00 0.00
H -3.6729 -1.8509 -5.0542 -0.01 0.01 0.00
H -2.4916 0.1767 -5.8047 0.01 -0.02 -0.01
H -1.2556 1.5740 -4.1884 0.02 -0.02 0.00
H -1.2240 0.8702 -1.7469 -0.04 0.20 -0.93
H 1.3680 -0.4940 -2.8769 -0.01 0.03 -0.07
H 1.5705 -1.5465 -5.1034 0.00 0.00 0.01
H 0.5925 -3.7778 -5.5095 0.02 0.01 0.00
H -0.5458 -4.9794 -3.6736 0.02 -0.01 -0.01
H -0.7203 -3.9516 -1.4447 -0.05 -0.01 0.00
H 3.0762 -1.2246 -0.6022 0.09 -0.11 -0.04
H 4.9628 -2.7188 -0.1043 0.01 0.01 -0.02
H 4.5533 -4.9165 0.9526 0.00 -0.02 -0.01
H 2.2435 -5.6167 1.4702 -0.01 0.00 0.01
H 0.3557 -4.1348 0.9913 0.00 -0.01 -0.02
N 3.7982 0.0602 4.3557 -0.05 0.01 0.07
C 2.3902 0.5800 4.4214 -0.56 0.14 -0.16
C 1.6721 0.3687 3.0793 0.05 -0.06 -0.03
N 0.2694 0.7607 3.0860 -0.06 -0.08 0.13
H 4.3162 0.2837 5.2085 0.06 0.00 -0.01
H 4.2951 0.4715 3.5576 0.07 -0.03 -0.04
H 3.8088 -0.9563 4.2480 0.05 -0.02 -0.06
H 2.4352 1.6397 4.6703 0.13 -0.03 0.03
H 1.8750 0.0583 5.2274 0.13 -0.03 0.05
H 1.7252 -0.6926 2.8109 0.07 0.02 -0.10
H 2.1644 0.9652 2.3063 0.09 -0.08 -0.02
H 0.1754 1.7586 3.2383 -0.03 0.01 -0.06
H -0.2421 0.2831 3.8220 -0.01 0.05 0.01
C 4.9571 3.6748 0.4870 -0.08 -0.09 0.01
C 4.4717 2.2523 0.2223 0.06 -0.02 -0.01
C 4.8496 1.8374 -1.2016 -0.05 0.02 0.13
C 5.1150 1.2989 1.2346 -0.02 0.12 -0.17
N 3.0030 2.2520 0.4694 0.11 0.09 -0.03
N 2.2458 1.2305 -0.1785 0.11 0.12 -0.04
H 6.0448 3.7152 0.4588 0.01 0.03 0.02
H 4.6239 4.0216 1.4675 0.02 0.02 0.00
H 4.5825 4.3606 -0.2756 -0.01 0.02 0.00
H 5.9092 2.0256 -1.3686 0.01 -0.02 -0.03
H 4.2925 2.4217 -1.9373 0.01 0.00 -0.03
H 4.6721 0.7755 -1.3816 0.01 -0.01 -0.05
H 6.1811 1.2013 1.0317 0.02 -0.08 0.08
H 4.6654 0.3013 1.1817 0.01 -0.04 0.00
H 4.9995 1.7255 2.2379 0.01 0.01 0.02
H 2.6329 3.1342 0.1372 -0.09 0.01 0.03
H 2.5803 0.3444 0.1797 -0.08 0.03 0.01
H 2.4183 1.2333 -1.1839 0.15 -0.13 0.01